# 1
Below is a 3-piece molecular cluster, C3H9NO4 overall at a distorted geometry, with properties calculated with ωB97M-V/def2-TZVPD.

Geometry (Å):
C: 1.127 0.748 -2.016
N: 0.839 1.428 -0.891
C: 0.005 0.961 0.167
C: 0.612 1.030 1.550
O: 1.381 1.920 1.834
O: 0.826 -0.428 -2.167
H: 1.606 1.327 -2.812
H: 1.292 2.312 -0.723
H: -0.255 -0.069 -0.058
H: -0.914 1.514 0.304
H: 0.219 0.354 2.310
H: -1.509 -1.610 2.571
H: -1.395 -1.633 1.065
O: -1.436 -1.015 1.819
H: -0.588 -1.709 -1.513
H: -0.651 -2.932 -0.540
O: -1.158 -2.198 -0.899

## Properties
Kohn-Sham gap in hartree: 0.37755
ΔE to the lowest compared entry with this formula, charge and spin in kJ/mol: 41.89
Total charge: 0
Molecular weight in g mol⁻¹: 123.1
SMILES: O=CCNC=O.O.O

***

# 2
Below is C5H12NO4 as an isolated structure at a distorted geometry, with properties calculated with ωB97M-V/def2-TZVPD.

Geometry (Å):
C: -1.017 0.176 0.372
C: -3.242 1.171 0.091
C: 3.497 -0.672 -0.999
C: -1.858 1.311 0.639
C: 1.379 -1.308 -0.439
N: 0.227 0.207 -0.010
O: -1.601 -0.960 0.528
O: 0.717 -2.309 0.088
O: 0.959 1.366 0.211
O: 2.509 -0.975 0.033
H: -3.666 0.386 0.767
H: -3.876 2.107 0.238
H: -3.238 0.953 -1.004
H: 4.437 -0.953 -0.527
H: 3.661 0.363 -1.094
H: 3.305 -1.254 -1.905
H: -1.924 1.203 1.725
H: -1.429 2.289 0.493
H: 0.994 -1.087 -1.425
H: -2.540 -0.968 0.392
H: 0.930 -2.396 1.068
H: 1.778 1.348 0.757

## Properties
Kohn-Sham gap (alpha / beta) in hartree: 0.23902 / 0.28579
ΔE to the lowest compared entry with this formula, charge and spin in kJ/mol: 44.83
Total charge: +1
Spin multiplicity: 3
Molecular weight in g mol⁻¹: 150.2

***

# 3
Below is C5H6O2 as an isolated structure at a distorted geometry, with properties calculated with ωB97M-V/def2-TZVPD.

Geometry (Å):
C: 0.644 0.651 1.213
O: 0.773 -0.780 1.188
C: 0.580 -1.203 -0.095
C: -1.064 -0.677 -0.723
O: -1.473 0.375 0.114
C: -0.148 0.969 -0.038
C: 0.258 -0.118 -1.055
H: 1.641 1.112 1.210
H: 0.110 0.924 2.127
H: -0.079 -2.105 -0.251
H: -1.820 -1.187 -1.335
H: -0.186 2.014 -0.352
H: 0.764 0.025 -2.003

## Properties
Kohn-Sham gap in hartree: 0.31456
ΔE to the lowest compared entry with this formula, charge and spin in kJ/mol: 439.04
Total charge: 0
Molecular weight in g mol⁻¹: 98.1